Computed, not measured: a structure of composition C46H54CsN7O11STe, with ωB97M-V with the def2-TZVPD basis set.

Properties
energy relative to the best compared isomer or geometry (same formula, charge and spin) = 0.127 eV
E_LUMO = 3.042 eV
spin multiplicity = 1
highest occupied orbital energy = -2.81 eV
gap between HOMO and LUMO = 5.852 eV
charge = -2

```
121
Properties=species:S:1:pos:R:3:lowdin_charge:R:1
Cs 0.6214 1.1358 -0.8143 1.266
C 1.7145 4.0640 1.7719 -0.114
O 0.4191 3.5875 1.4765 -0.249
C -0.6011 4.5596 1.3860 -0.205
C -0.5275 5.4015 0.1229 -0.221
O -0.5983 4.6252 -1.0544 -0.301
C -1.8782 4.0808 -1.3183 -0.098
H 1.7095 4.6382 2.7092 0.087
H 2.1236 4.6935 0.9757 0.032
H 2.3448 3.1817 1.8839 0.075
H -0.5825 5.2324 2.2591 0.126
H -1.5322 3.9944 1.4150 0.097
H 0.4249 5.9317 0.0709 0.098
H -1.3266 6.1591 0.1446 0.125
H -2.6359 4.8716 -1.3953 0.092
H -2.1886 3.3662 -0.5491 0.061
H -1.8105 3.5637 -2.2762 0.080
N -0.7192 2.0232 -4.6876 0.012
C -0.4749 0.7554 -5.3797 -0.280
C 0.9054 0.2125 -5.0093 -0.123
C 1.0775 0.3179 -3.5021 -0.812
O 0.3984 -0.4766 -2.7946 -0.284
O 1.7696 1.2693 -3.0609 -0.379
H -1.4015 2.5979 -5.1656 0.062
H 0.1313 2.5577 -4.5573 0.057
H -0.5493 0.8348 -6.4731 0.097
H -1.2329 0.0384 -5.0529 0.097
H 1.6861 0.8004 -5.4981 0.109
H 0.9830 -0.8286 -5.3279 0.111
C 0.8525 -3.4256 6.8171 -0.091
O 1.1629 -2.9819 5.5173 -0.092
C 1.2070 -3.9188 4.5117 -0.209
C 1.1834 -5.2871 4.7198 -0.037
C 1.2078 -6.1527 3.6255 -0.111
C 1.2477 -5.6323 2.3458 -0.101
C 1.2741 -4.2575 2.1366 -0.028
C 1.2648 -3.3855 3.2106 -0.158
N 1.2735 -1.9948 3.0978 0.176
C 0.9091 -1.3445 1.9126 -0.401
N 1.8169 -1.4724 0.8871 0.088
C 3.1689 -0.9326 1.1666 -0.240
C 3.3497 0.4422 1.0968 -0.086
C 4.6646 0.8487 1.4231 -0.206
C 5.6748 -0.0284 1.7807 -0.134
C 5.4401 -1.4056 1.8120 -0.060
C 4.1662 -1.8567 1.4904 -0.237
O 3.8167 -3.1900 1.4730 -0.113
C 4.6659 -4.0984 2.1282 -0.100
N -0.1613 -0.6538 1.7746 0.128
C -1.0552 -0.6202 2.8612 -0.237
C -0.9949 0.4586 3.7460 -0.041
C -1.8289 0.5375 4.8502 -0.097
C -2.7491 -0.4775 5.0822 -0.102
C -2.8426 -1.5382 4.1964 -0.008
C -2.0202 -1.6133 3.0759 -0.235
O -2.1739 -2.7077 2.2779 -0.078
C -2.1213 -2.5229 0.8603 -0.046
H 0.7420 -2.5324 7.4273 0.090
H 1.6530 -4.0483 7.2283 0.088
H -0.0831 -3.9922 6.8251 0.096
H 1.1372 -5.6820 5.7236 0.094
H 1.1850 -7.2218 3.7869 0.090
H 1.2562 -6.2919 1.4884 0.100
H 1.3379 -3.8466 1.1386 0.111
H 0.9086 -1.5373 3.9243 0.134
H 1.4584 -1.0370 0.0495 0.009
H 4.9248 1.9093 1.4176 0.059
H 6.6612 0.3454 2.0432 0.082
H 6.2270 -2.0964 2.0752 0.085
H 4.1307 -5.0453 2.1709 0.079
H 4.8874 -3.7605 3.1457 0.096
H 5.6078 -4.2374 1.5869 0.084
H -0.2616 1.2282 3.5326 0.122
H -1.7587 1.3842 5.5192 0.095
H -3.4088 -0.4344 5.9390 0.093
H -3.5651 -2.3304 4.3398 0.115
H -2.7443 -3.3097 0.4393 0.094
H -1.1061 -2.6084 0.4782 0.078
H -2.5291 -1.5489 0.5866 0.078
O -2.7925 2.0497 1.2941 -0.087
H -2.3095 1.5059 1.9232 0.005
H -3.1538 1.4146 0.6328 -0.005
O -10.7971 -2.2943 -3.6475 -0.371
S -10.0694 -3.3917 -3.0358 0.375
O -10.4062 -4.6992 -3.5530 -0.374
O -9.9573 -3.3142 -1.5961 -0.373
C -8.3623 -3.1074 -3.6238 -0.335
N -8.0177 -3.6218 -4.8084 0.114
C -6.7861 -3.3589 -5.2253 -0.131
C -5.8865 -2.5960 -4.5043 -0.010
C -6.3452 -2.1053 -3.2937 -0.219
N -7.5687 -2.3603 -2.8523 0.161
C -5.4871 -1.2624 -2.3875 -0.134
C -4.2451 -0.7813 -2.7778 -0.001
C -3.5110 -0.0079 -1.8920 -0.108
N -3.9330 0.3050 -0.6667 0.035
C -5.1278 -0.1630 -0.2999 -0.117
C -5.9348 -0.9397 -1.1155 0.005
H -6.4934 -3.7827 -6.1821 0.103
H -4.8898 -2.4184 -4.8772 0.096
H -3.8265 -0.9869 -3.7510 0.100
H -2.5449 0.3740 -2.1843 0.101
H -5.4576 0.0961 0.6994 0.114
H -6.9003 -1.2931 -0.7788 0.117
C 3.7961 4.9133 -3.5336 -0.448
Te 2.4504 4.2634 -2.0213 1.366
C 3.9810 2.8494 -1.6130 -0.404
C 5.2520 3.5425 -2.0398 -0.275
C 6.4908 3.1885 -1.5206 -0.032
C 7.6417 3.8454 -1.9379 -0.100
C 7.5597 4.8592 -2.8813 -0.111
C 6.3228 5.2137 -3.4063 -0.060
C 5.1676 4.5647 -2.9914 -0.298
H 3.6812 5.9773 -3.7306 0.044
H 3.5822 4.3538 -4.4441 0.053
H 3.7502 1.9728 -2.2150 0.048
H 3.9699 2.5514 -0.5671 0.024
H 6.5431 2.4004 -0.7798 0.109
H 8.6005 3.5687 -1.5180 0.093
H 8.4537 5.3789 -3.2024 0.089
H 6.2516 6.0110 -4.1372 0.103
```

***

Computed, not measured: a structure of composition C46H55N11PSbSi3Ti, with ωB97M-V with the def2-TZVPD basis set.

Properties
E_LUMO (alpha / beta) = 4.263 / 4.254 eV
spin multiplicity = 3
highest occupied orbital energy (alpha / beta) = 0.08 / -2.63 eV
gap between HOMO and LUMO (alpha / beta) = 4.181 / 6.887 eV
charge = -2

```
118
Properties=species:S:1:pos:R:3:lowdin_spin:R:1
Ti -1.0097 0.2973 -0.0420 1.027
C -0.8588 -3.0559 2.3407 0.004
Sb 0.0469 -1.2210 3.0440 0.003
C -1.2998 0.2843 2.1679 -0.006
C -0.8693 1.5381 2.8885 0.000
C -0.0494 2.5199 2.3040 0.002
C 0.2499 3.6807 2.9827 0.001
C -0.2249 3.8571 4.2751 0.000
C -0.9747 2.8278 4.8142 0.000
N -1.2887 1.7146 4.1579 -0.001
Si -3.0225 -0.1808 2.8400 0.000
C -4.1643 1.3141 2.8961 0.000
C -3.9360 -1.4988 1.8255 0.001
C -3.0582 -0.9203 4.5891 0.000
C 2.0116 -1.2112 1.9810 0.025
C 2.1485 -0.5243 0.6251 0.154
C 3.3499 -0.6389 -0.0403 0.029
C 3.7560 0.2500 -1.0485 0.250
C 2.9152 1.3675 -1.2402 0.041
C 1.6951 1.3939 -0.6353 0.134
N 1.1687 0.3782 0.1602 0.199
Si 2.7920 -2.9579 2.0389 0.004
C 2.6423 -3.9967 0.4943 0.001
C 4.6850 -2.9856 2.2978 0.001
C 2.1789 -3.9593 3.5367 0.001
Si 3.0599 -0.1721 3.2015 0.014
C 2.4037 1.5421 3.5788 0.002
C 4.8049 0.2226 2.6015 0.001
C 3.1954 -0.9801 4.9119 0.006
H -1.6840 -2.8567 1.6657 0.000
H -1.2230 -3.5959 3.2167 0.001
H -0.1334 -3.6627 1.8078 0.000
H 0.3540 2.3606 1.3170 0.002
H 0.8616 4.4382 2.5052 0.001
H -0.0119 4.7495 4.8503 0.000
H -1.3531 2.8992 5.8316 0.000
H -4.3340 1.7089 1.8929 0.000
H -3.7885 2.1065 3.5450 0.000
H -5.1280 0.9726 3.2927 0.000
H -3.3548 -1.9057 1.0021 0.000
H -4.8434 -1.0663 1.3927 0.000
H -4.2270 -2.3328 2.4718 0.000
H -2.6496 -0.2249 5.3231 0.000
H -2.5141 -1.8660 4.6687 0.000
H -4.1072 -1.1288 4.8332 0.000
H 4.0560 -1.3861 0.3049 -0.002
H 4.7033 0.1342 -1.5581 0.021
H 3.1980 2.2052 -1.8680 -0.001
H 1.0445 2.2401 -0.8032 0.010
H 2.7775 -3.3840 -0.3997 0.000
H 1.6827 -4.4977 0.3912 0.000
H 3.4360 -4.7522 0.5274 0.000
H 5.2361 -2.6369 1.4205 0.000
H 4.9287 -4.0467 2.4290 0.000
H 5.0598 -2.4510 3.1693 0.000
H 1.5054 -4.7595 3.2240 0.000
H 1.6541 -3.3614 4.2852 0.000
H 3.0392 -4.4192 4.0327 0.000
H 2.3980 2.1631 2.6824 0.001
H 3.1034 1.9913 4.2938 0.000
H 1.4082 1.5675 4.0243 0.000
H 4.7518 0.8838 1.7331 0.001
H 5.4210 -0.6345 2.3307 0.000
H 5.3051 0.7630 3.4141 0.000
H 2.2150 -0.9876 5.3952 0.000
H 3.8634 -0.3603 5.5210 0.001
H 3.5815 -1.9988 4.9189 0.000
C -3.5725 -0.5011 -6.6026 0.000
C -2.2400 -0.8647 -6.7307 0.000
C -1.3461 -0.6321 -5.6912 0.000
C -1.7766 -0.0277 -4.5134 0.000
C -3.1218 0.3264 -4.3908 0.000
C -4.0116 0.0937 -5.4272 0.000
P -0.6969 0.3331 -3.0697 0.000
C 0.8884 -0.3981 -3.6225 0.001
C 1.9706 0.3029 -4.1466 0.003
C 3.1177 -0.3692 -4.5474 0.002
C 3.1977 -1.7491 -4.4300 0.003
C 2.1235 -2.4585 -3.9111 0.001
C 0.9781 -1.7860 -3.5125 0.001
C -0.5511 2.1430 -3.2712 -0.001
C -0.2441 2.7244 -4.4756 0.003
C -0.2872 4.1222 -4.6356 -0.002
C -0.7105 4.9032 -3.5987 0.002
C -1.0945 4.3355 -2.3623 0.000
C -1.6375 5.1437 -1.3340 0.011
C -2.0959 4.5534 -0.1956 0.000
C -1.9605 3.1588 -0.0085 0.012
C -1.3379 2.3139 -0.9046 -0.008
C -0.9778 2.9283 -2.1566 0.002
H -4.2694 -0.6910 -7.4106 0.000
H -1.8908 -1.3371 -7.6416 0.000
H -0.3098 -0.9285 -5.7958 0.000
H -3.4821 0.7758 -3.4710 0.000
H -5.0530 0.3643 -5.3034 0.000
H 1.9292 1.3811 -4.2189 0.000
H 3.9605 0.1936 -4.9321 0.000
H 4.1018 -2.2690 -4.7253 0.000
H 2.1753 -3.5340 -3.7929 0.000
H 0.1443 -2.3538 -3.1218 0.000
H 0.0053 2.0997 -5.3265 0.000
H -0.0210 4.5662 -5.5879 0.000
H -0.7912 5.9795 -3.7180 0.000
H -1.7179 6.2148 -1.4911 0.001
H -2.5618 5.1501 0.5819 0.000
H -2.3636 2.7548 0.9133 0.001
N -3.1377 -1.9938 -1.8428 0.003
C -3.7385 -0.8416 -1.3793 0.004
N -4.9966 -0.5442 -1.6443 0.000
N -5.1751 0.6527 -1.0413 0.005
N -4.0893 1.0364 -0.4702 0.002
N -3.1276 0.0943 -0.6559 0.004
C -1.9644 -2.4877 -1.3243 0.004
N -1.5706 -3.7331 -1.5153 0.000
N -0.3693 -3.7927 -0.9026 0.005
N -0.0605 -2.6514 -0.3969 0.004
N -1.0597 -1.7730 -0.6481 0.007
H -3.7601 -2.6819 -2.2311 0.000
```

***

Question: Which formula does entry 1 have?
Answer: C46H54CsN7O11STe